a:
The following is a DFT calculation (wB97M-V/def2-TZVPD) of 2 unconnected molecules or ions with the total composition CH6NPS.

Each atom is followed by the atoms it is bonded to, with distances in Å.
Element x y z (Å)
1 C -0.71 -1.01 0.25  H5 1.048, H6 1.043, H7 1.049, H8 1.050
2 N 4.34 1.57 0.93  P3 1.476
3 P 3.47 1.12 -0.17  N2 1.476, S4 2.074, H9 1.420
4 S 2.69 -0.79 -0.39  P3 2.074, H10 1.332
5 H -1.07 -1.78 0.86  C1 1.048
6 H -0.38 -0.27 0.90  C1 1.043
7 H -1.50 -0.73 -0.37  C1 1.049
8 H 0.12 -1.18 -0.37  C1 1.050
9 H 2.69 1.87 -1.08  P3 1.420
10 H 2.89 -1.47 0.74  S4 1.332

Results
Structure (SMILES): N#[PH]S.C
Lowest unoccupied orbital energy, eV: -0.48
Spin multiplicity: 1

b:
The following is a DFT calculation (wB97M-V/def2-TZVPD) of 2 unconnected molecules or ions with the total composition CH6NPS.

Each atom is followed by the atoms it is bonded to, with distances in Å.
Element x y z (Å)
1 C -1.21 -0.42 -1.63  H5 1.106, H6 1.094, H7 1.098, H9 1.084
2 N 2.72 0.92 1.29  P3 1.537, H8 1.026
3 P 1.79 0.06 2.16  N2 1.537, S4 2.134
4 S -0.25 0.28 1.57  P3 2.134, H10 1.306
5 H -1.60 -1.44 -1.45  C1 1.106
6 H -1.69 0.28 -0.93  C1 1.094
7 H -0.17 -0.44 -1.29  C1 1.098
8 H 2.67 1.60 0.53  N2 1.026
9 H -1.38 -0.37 -2.70  C1 1.084
10 H -0.88 -0.47 2.44  S4 1.306

Results
Structure (SMILES): [H]/N=P\S.C
Lowest unoccupied orbital energy, eV: -0.16
Spin multiplicity: 1

Most stable: b. Least stable: a.

a:
The following is a DFT calculation (wB97M-V/def2-TZVPD) of a single CH6NPS molecule.

Each atom is followed by the atoms it is bonded to, with distances in Å.
Element x y z (Å)
1 C -0.82 1.20 0.21  P3 1.867, H5 1.007, H6 1.141, H7 1.186
2 N 0.14 -1.43 0.22  P3 1.675, H8 1.024, H9 0.992
3 P 0.50 0.06 -0.45  C1 1.867, N2 1.675, S4 1.992, H10 1.414
4 S 2.48 0.16 -0.21  P3 1.992
5 H -0.66 2.19 0.31  C1 1.007
6 H -0.90 0.64 1.20  C1 1.141
7 H -1.87 1.00 -0.30  C1 1.186
8 H 0.64 -2.06 -0.41  N2 1.024
9 H 0.37 -1.45 1.19  N2 0.992
10 H 0.12 -0.32 -1.75  P3 1.414

Results
Structure (SMILES): C[P@H](N)=S
Lowest unoccupied orbital energy, eV: 0.83
Spin multiplicity: 1

b:
The following is a DFT calculation (wB97M-V/def2-TZVPD) of 2 unconnected molecules or ions with the total composition CH6NPS.

Each atom is followed by the atoms it is bonded to, with distances in Å.
Element x y z (Å)
1 C -2.97 -0.18 0.23  S4 1.798, H5 1.045, H6 1.146, H7 1.058
2 N 3.52 -0.13 0.36  P3 1.548, H8 0.981
3 P 3.74 0.86 -0.81  N2 1.548, H9 1.435
4 S -1.63 -0.15 -0.98  C1 1.798, H10 1.344
5 H -2.83 -1.02 0.83  C1 1.045
6 H -3.03 0.66 1.00  C1 1.146
7 H -3.89 -0.11 -0.28  C1 1.058
8 H 2.59 -0.33 0.59  N2 0.981
9 H 5.15 1.12 -0.69  P3 1.435
10 H -0.65 -0.73 -0.25  S4 1.344

Results
Structure (SMILES): [H]/N=P/[H].CS
Lowest unoccupied orbital energy, eV: -0.31
Spin multiplicity: 1

Most stable: a. Least stable: b.

a:
The following is a DFT calculation (wB97M-V/def2-TZVPD) of 2 unconnected molecules or ions with the total composition C3H7NOS.

Each atom is followed by the atoms it is bonded to, with distances in Å.
Element x y z (Å)
1 C 0.73 0.42 -0.16  C2 1.413, N4 1.190
2 C 0.28 1.75 -0.29  C1 1.413, H7 1.090, H8 1.089, H9 1.108
3 C 1.18 -1.94 0.03  N4 1.410, H10 1.089, H11 1.102, H12 1.090
4 N 1.41 -0.55 -0.07  C1 1.190, C3 1.410
5 O -2.47 0.86 0.30  S6 1.704, H13 0.963
6 S -2.11 -0.75 -0.14  O5 1.704
7 H 0.80 2.44 0.36  C2 1.090
8 H 0.38 2.06 -1.33  C2 1.089
9 H -0.80 1.77 -0.05  C2 1.108
10 H 1.64 -2.43 -0.83  C3 1.089
11 H 0.10 -2.14 0.04  C3 1.102
12 H 1.65 -2.31 0.94  C3 1.090
13 H -2.79 0.83 1.21  O5 0.963

Results
Lowest unoccupied orbital energy, eV: -0.05
Spin multiplicity: 1

b:
The following is a DFT calculation (wB97M-V/def2-TZVPD) of 2 unconnected molecules or ions with the total composition C3H7NOS.

Each atom is followed by the atoms it is bonded to, with distances in Å.
Element x y z (Å)
1 C -1.87 -0.48 -0.83  N4 1.329, O5 1.202, H7 1.083
2 C 1.29 0.99 0.63  C3 1.482, H8 1.145, H9 1.175, H10 1.034
3 C 0.85 0.34 -0.62  C2 1.482, H11 1.149, H12 1.014
4 N -0.84 -0.83 -0.06  C1 1.329, S6 1.615
5 O -1.84 0.26 -1.77  C1 1.202
6 S -0.63 -1.39 1.44  N4 1.615, H13 1.257
7 H -2.80 -0.86 -0.40  C1 1.083
8 H 1.78 1.91 0.15  C2 1.145
9 H 0.43 1.31 1.37  C2 1.175
10 H 2.04 0.53 1.18  C2 1.034
11 H 0.25 1.08 -1.27  C3 1.149
12 H 1.37 -0.41 -1.06  C3 1.014
13 H -0.01 -2.47 1.25  S6 1.257

Results
Lowest unoccupied orbital energy, eV: 0.32
Spin multiplicity: 1

Most stable: b. Least stable: a.

a:
The following is a DFT calculation (wB97M-V/def2-TZVPD) of a single C3H7NOS molecule.

Each atom is followed by the atoms it is bonded to, with distances in Å.
Element x y z (Å)
1 C -0.19 -0.01 -0.54  C2 1.507, C4 1.531, H7 1.146, H8 1.136
2 C 0.02 0.55 0.84  C1 1.507, S3 1.983, H9 1.162, H10 1.119
3 S 0.18 2.51 0.55  C2 1.983, H11 1.376
4 C 0.03 -1.51 -0.68  C1 1.531, N5 1.418, O6 1.212
5 N -0.86 -2.30 0.10  C4 1.418, H12 0.969, H13 1.010
6 O 0.96 -2.11 -1.17  C4 1.212
7 H -1.17 0.16 -1.11  C1 1.146
8 H 0.51 0.55 -1.25  C1 1.136
9 H -0.93 0.12 1.35  C2 1.162
10 H 0.96 0.36 1.42  C2 1.119
11 H -0.63 2.73 1.64  S3 1.376
12 H -0.65 -3.23 -0.10  N5 0.969
13 H -1.82 -2.05 0.27  N5 1.010

Results
Structure (SMILES): NC(=O)CCS
Lowest unoccupied orbital energy, eV: 0.62
Spin multiplicity: 1

b:
The following is a DFT calculation (wB97M-V/def2-TZVPD) of a single C3H7NOS molecule.

Each atom is followed by the atoms it is bonded to, with distances in Å.
Element x y z (Å)
1 C -1.63 0.92 0.36  H4 1.087, H5 1.253, H6 1.086, N11 1.416
2 C 0.10 -0.35 -0.67  C3 1.642, N11 1.364, S13 1.715
3 C 1.64 -0.91 -0.52  C2 1.642, H8 1.174, H9 1.008, H10 1.079
4 H -1.74 1.81 0.97  C1 1.087
5 H -2.72 0.30 0.38  C1 1.253
6 H -1.76 1.47 -0.57  C1 1.086
7 H 1.07 0.68 1.58  O12 1.175
8 H 1.86 -1.37 -1.58  C3 1.174
9 H 2.42 -0.34 -0.26  C3 1.008
10 H 1.69 -1.64 0.27  C3 1.079
11 N -0.42 0.19 0.46  C1 1.416, C2 1.364, O12 1.399
12 O 0.10 0.04 1.75  H7 1.175, N11 1.399
13 S -0.62 -0.78 -2.17  C2 1.715

Results
Structure (SMILES): CC(=S)N(C)O
Lowest unoccupied orbital energy, eV: 0.09
Spin multiplicity: 1

c:
The following is a DFT calculation (wB97M-V/def2-TZVPD) of a single C3H7NOS molecule.

Each atom is followed by the atoms it is bonded to, with distances in Å.
Element x y z (Å)
1 C -1.68 -1.01 0.34  C2 1.291, H7 1.086, H8 1.090
2 C -1.37 -0.41 -0.76  C1 1.291, S6 1.934, H9 1.090
3 C 1.75 0.06 0.36  N4 1.519, H10 1.032, H11 1.074, H12 1.095
4 N 0.98 0.90 -0.65  C3 1.519, S6 1.768, H13 1.026
5 O -1.18 1.48 0.87  S6 1.468
6 S -0.71 1.39 -0.52  C2 1.934, N4 1.768, O5 1.468
7 H -2.03 -2.04 0.42  C1 1.086
8 H -1.47 -0.42 1.23  C1 1.090
9 H -1.72 -0.81 -1.72  C2 1.090
10 H 2.53 0.60 0.75  C3 1.032
11 H 1.26 -0.51 1.13  C3 1.074
12 H 2.14 -0.80 -0.20  C3 1.095
13 H 1.50 1.56 -1.24  N4 1.026

Results
Lowest unoccupied orbital energy, eV: 0.75
Spin multiplicity: 1

Most stable: a. Least stable: b.